Record 1
The following is a quantum chemistry calculation of 2 unconnected molecules or ions with the total composition C26H23Br2NO2 at a distorted geometry, from the Open Molecules 2025 dataset.

energy	-6357.70510	Eh
Kohn-Sham gap	5.350	eV
HOMO level	-0.251	Ha
strongest force on any atom	3.15	eV/Å

Positions of all 54 atoms, in Å:
1 Br -5.42 2.87 -1.95
2 C -3.71 2.07 -1.80
3 C -3.59 0.68 -1.82
4 C -2.34 0.09 -1.62
5 C -1.18 0.88 -1.46
6 C 0.09 0.26 -1.15
7 C 1.30 0.95 -1.32
8 C 2.52 0.34 -1.56
9 C 3.76 1.03 -1.77
10 C 4.96 0.29 -1.92
11 C 6.19 0.92 -2.07
12 C 6.26 2.32 -2.08
13 Br 7.93 3.17 -2.17
14 C 5.09 3.08 -1.97
15 C 3.85 2.45 -1.81
16 C -1.31 2.29 -1.61
17 C -2.57 2.87 -1.77
18 H -4.46 0.05 -1.93
19 H -2.24 -1.00 -1.56
20 H 0.15 -0.84 -1.07
21 H 1.30 2.05 -1.27
22 H 2.56 -0.75 -1.52
23 H 4.89 -0.80 -1.97
24 H 7.09 0.33 -2.18
25 H 5.14 4.17 -2.00
26 H 2.94 3.05 -1.77
27 H -0.42 2.93 -1.54
28 H -2.65 3.95 -1.86
29 C 4.16 -2.19 0.86
30 C 2.78 -2.48 1.38
31 O 1.90 -1.44 0.88
32 C 0.63 -1.69 1.28
33 C -0.34 -0.60 0.91
34 N -1.56 -0.92 1.23
35 C -2.73 -0.37 1.33
36 C -3.86 -0.92 2.06
37 C -5.15 -0.57 1.62
38 C -6.29 -1.04 2.26
39 C -6.15 -1.84 3.41
40 C -4.87 -2.20 3.88
41 C -3.73 -1.75 3.20
42 O 0.34 -2.69 1.93
43 H 4.84 -2.98 1.18
44 H 4.18 -2.16 -0.24
45 H 4.54 -1.24 1.24
46 H 2.41 -3.46 1.05
47 H 2.74 -2.43 2.48
48 H 0.06 0.47 0.96
49 H -2.97 0.57 0.78
50 H -5.24 0.08 0.74
51 H -7.28 -0.79 1.87
52 H -7.04 -2.18 3.94
53 H -4.78 -2.83 4.76
54 H -2.73 -2.03 3.54

Here are the Löwdin charges for atoms 1 to 2, given in e: 0.732 -0.701

---

Record 2
The following is a quantum chemistry calculation of a molecular structure, C26H23BrF4FeN4O4PS2SeSi, from the Open Molecules 2025 dataset.

relative energy (zero: lowest compared OMol25 entry of this formula, charge and spin)	84.6	kJ/mol
spin multiplicity	6
energy	-9590.64312	Eh
Kohn-Sham gap (alpha / beta)	5.929 / 6.091	eV
net charge	-2
HOMO level (alpha / beta)	-0.086 / -0.118	Ha
strongest force on any atom	0.32	eV/Å
⟨S²⟩	8.804

Positions of all 68 atoms, in Å:
1 Fe -0.65 -0.71 0.89
2 C 4.66 5.11 -0.85
3 C 3.18 5.10 -0.55
4 O 2.92 4.17 0.52
5 P 2.15 2.78 0.35
6 S 2.29 1.65 1.87
7 S -1.21 1.59 1.26
8 O 2.78 2.26 -1.01
9 C 2.98 0.85 -1.34
10 C 2.78 0.69 -2.83
11 H 4.89 5.84 -1.63
12 H 4.98 4.12 -1.20
13 H 5.23 5.36 0.05
14 H 2.60 4.84 -1.43
15 H 2.84 6.07 -0.19
16 H 2.28 0.24 -0.78
17 H 3.99 0.60 -1.04
18 H 1.73 0.83 -3.09
19 H 3.07 -0.32 -3.12
20 H 3.39 1.42 -3.37
21 F -3.23 4.28 -1.78
22 C -2.11 3.87 -1.16
23 C -1.46 4.80 -0.35
24 F -2.12 5.95 -0.18
25 C -0.28 4.57 0.34
26 C 0.42 3.33 -0.22
27 C -0.58 2.17 -0.31
28 F 0.14 1.15 -0.98
29 C -1.76 2.54 -1.20
30 C -2.48 1.52 -1.85
31 C -2.25 0.18 -1.44
32 N -2.01 -0.84 -0.97
33 C -3.53 1.73 -2.77
34 N -4.38 1.85 -3.55
35 F 0.69 3.69 -1.58
36 C 0.20 5.45 1.33
37 C -0.30 6.78 1.46
38 N -0.61 7.88 1.57
39 C 1.10 5.13 2.37
40 N 1.78 5.00 3.30
41 C -1.65 -1.54 6.18
42 Si -0.70 -0.87 4.69
43 C 1.12 -1.26 4.96
44 C -0.89 1.00 4.68
45 Se -1.52 -1.90 2.87
46 H -1.27 -1.11 7.12
47 H -1.56 -2.63 6.24
48 H -2.71 -1.30 6.10
49 H 1.51 -0.81 5.88
50 H 1.72 -0.88 4.12
51 H 1.28 -2.35 5.01
52 H -0.75 1.39 5.70
53 H -1.88 1.30 4.34
54 H -0.16 1.48 4.03
55 Br 1.22 -7.53 -2.52
56 C 0.91 -6.21 -1.17
57 C 0.40 -6.62 0.05
58 C 0.18 -5.66 1.03
59 C 0.46 -4.32 0.78
60 C 0.96 -3.93 -0.45
61 C 1.20 -4.89 -1.44
62 C 1.30 -2.48 -0.76
63 O 1.99 -2.24 -1.74
64 O 0.88 -1.61 0.08
65 H 0.18 -7.66 0.23
66 H -0.23 -5.95 1.99
67 H 0.26 -3.57 1.53
68 H 1.61 -4.57 -2.39

Here are the Löwdin charges for atoms 1 to 2, given in e: 0.319 -0.074

---

Record 3
The following is a quantum chemistry calculation of a molecular structure, C26H23BrN4NbO2PSSe2 at a distorted geometry, from the Open Molecules 2025 dataset.

relative energy (zero: lowest compared OMol25 entry of this formula, charge and spin)	75.5	kJ/mol
energy	-9547.00918	Eh
Kohn-Sham gap (alpha / beta)	6.024 / 6.021	eV
net charge	+2
HOMO level (alpha / beta)	-0.531 / -0.531	Ha
strongest force on any atom	2.80	eV/Å

Positions of all 61 atoms, in Å:
1 Nb -0.85 -0.57 -0.10
2 Se -0.50 -0.58 2.53
3 P 1.51 -0.31 1.64
4 Se 1.63 -1.01 -0.49
5 C 1.94 1.45 1.92
6 C 1.82 2.38 0.92
7 C 1.89 3.77 1.24
8 C 2.14 4.17 2.52
9 C 2.34 3.23 3.53
10 C 2.15 1.91 3.24
11 C 2.82 -1.05 2.60
12 C 4.09 -0.44 2.44
13 C 5.21 -0.87 3.16
14 C 5.03 -1.88 4.10
15 C 3.85 -2.61 4.14
16 C 2.71 -2.19 3.39
17 H 1.84 2.06 -0.16
18 H 1.60 4.52 0.43
19 H 2.31 5.19 2.77
20 H 2.51 3.51 4.56
21 H 2.04 1.16 4.03
22 H 4.24 0.46 1.82
23 H 6.19 -0.29 3.08
24 H 5.84 -2.15 4.79
25 H 3.79 -3.48 4.77
26 H 1.77 -2.75 3.43
27 Br 0.30 -4.50 1.18
28 C -1.32 -4.12 0.36
29 C -2.20 -5.24 0.20
30 C -3.40 -5.07 -0.39
31 C -3.79 -3.79 -0.82
32 C -2.94 -2.76 -0.57
33 N -1.71 -2.88 0.07
34 H -1.86 -6.27 0.41
35 H -4.07 -5.89 -0.62
36 H -4.83 -3.62 -1.12
37 H -3.27 -1.78 -0.83
38 O -3.04 0.48 -2.71
39 C -2.19 -0.27 -3.12
40 C -2.04 -0.70 -4.59
41 C -0.79 -1.54 -4.66
42 C -0.50 -1.85 -3.19
43 O 0.27 -2.72 -2.78
44 N -1.27 -1.01 -2.32
45 H -1.98 0.25 -5.15
46 H -2.99 -1.15 -4.99
47 H 0.10 -0.89 -5.03
48 H -0.77 -2.50 -5.27
49 C -2.98 5.16 -1.77
50 C -2.30 3.84 -1.61
51 C -1.19 3.40 -2.39
52 C -0.50 2.28 -2.04
53 N -0.99 1.47 -1.04
54 C -2.15 1.88 -0.43
55 S -2.77 0.72 0.71
56 N -2.76 3.07 -0.61
57 H -2.61 5.81 -0.93
58 H -4.08 5.00 -1.58
59 H -2.80 5.60 -2.75
60 H -0.92 3.95 -3.33
61 H 0.41 1.97 -2.60

Here are the Löwdin charges for atoms 1 to 2, given in e: 1.186 0.435

---

Record 4
The following is a quantum chemistry calculation of a molecular structure, C26H23Cl3FN3O5SiTa at a distorted geometry, from the Open Molecules 2025 dataset.

relative energy (zero: lowest compared OMol25 entry of this formula, charge and spin)	205.8	kJ/mol
energy	-3372.09194	Eh
Kohn-Sham gap	7.063	eV
net charge	+1
HOMO level	-0.406	Ha
strongest force on any atom	2.93	eV/Å

Positions of all 63 atoms, in Å:
1 Ta -0.44 0.42 1.53
2 C -1.21 -3.70 1.01
3 C -1.46 -2.41 1.73
4 O -0.72 -1.39 1.40
5 C -2.41 -2.28 2.71
6 C -2.60 -1.09 3.45
7 C -3.56 -1.08 4.58
8 N -1.94 0.01 3.13
9 N -2.19 1.11 3.90
10 C -1.41 2.10 3.61
11 O -0.49 1.93 2.68
12 C -1.60 3.40 4.25
13 C -2.74 3.64 5.03
14 C -2.94 4.89 5.58
15 C -2.02 5.91 5.36
16 C -0.90 5.67 4.58
17 C -0.69 4.43 4.02
18 H -0.24 -4.10 1.30
19 H -1.16 -3.50 -0.06
20 H -1.98 -4.43 1.22
21 H -3.00 -3.14 2.98
22 H -3.94 -2.08 4.79
23 H -4.39 -0.41 4.34
24 H -3.10 -0.66 5.48
25 H -3.45 2.84 5.18
26 H -3.82 5.08 6.17
27 H -2.19 6.89 5.78
28 H -0.19 6.47 4.40
29 H 0.18 4.24 3.40
30 C 4.90 -2.40 -2.70
31 C 4.18 -1.47 -3.69
32 C 3.95 -2.23 -4.99
33 C 3.02 -1.45 -5.91
34 C 1.72 -1.25 -5.20
35 C 0.52 -1.29 -5.87
36 C -0.68 -1.09 -5.19
37 F -1.83 -1.15 -5.88
38 C -0.71 -0.84 -3.84
39 C 0.50 -0.79 -3.14
40 C 0.50 -0.47 -1.73
41 O -0.54 -0.43 -1.03
42 C 1.79 -0.20 -1.17
43 C 2.93 -0.50 -1.85
44 N 2.92 -0.98 -3.11
45 C 1.73 -1.01 -3.81
46 C 1.66 0.23 0.25
47 O 2.00 -0.50 1.18
48 O 0.96 1.28 0.45
49 H 5.73 -2.88 -3.21
50 H 4.22 -3.17 -2.34
51 H 5.30 -1.86 -1.84
52 H 4.82 -0.60 -3.89
53 H 3.50 -3.21 -4.79
54 H 4.91 -2.39 -5.47
55 H 2.87 -1.97 -6.85
56 H 3.47 -0.48 -6.14
57 H 0.49 -1.47 -6.94
58 H -1.64 -0.67 -3.32
59 H 3.89 -0.36 -1.39
60 Cl -3.57 0.01 0.02
61 Si -2.28 1.54 0.16
62 Cl -3.10 3.02 1.26
63 Cl -1.58 2.28 -1.55

Here are the Löwdin charges for atoms 1 to 2, given in e: 1.773 0.023